Record 1
{"formula": "C5H4N2", "method": "ωB97M-V with the def2-TZVPD basis set", "e_homo_ev": -8.89, "symbols": ["C", "C", "C", "C", "N", "N", "C", "H", "H", "H", "H"], "coordinates": [[2.80, -0.33, -0.05], [1.63, -0.07, 0.06], [0.23, 0.13, 0.09], [-0.73, -0.78, 0.48], [-1.92, -0.26, 0.12], [-1.81, 0.95, -0.47], [-0.51, 1.20, -0.48], [3.84, -0.55, -0.16], [-0.62, -1.71, 1.02], [-2.82, -0.70, 0.25], [-0.09, 2.12, -0.87]]}

Record 2
{"formula": "C3H3Cl2F", "method": "ωB97M-V with the def2-TZVPD basis set", "e_homo_ev": -10.76, "symbols": ["C", "C", "C", "H", "H", "H", "F", "Cl", "Cl"], "coordinates": [[-0.96, 0.08, 0.43], [0.41, -0.35, 0.16], [1.28, 0.09, -0.69], [0.48, -1.15, 0.86], [2.20, -0.38, -0.63], [1.14, 0.96, -1.28], [-0.95, -0.02, 1.83], [-1.51, 1.76, -0.17], [-2.09, -1.00, -0.50]]}

Record 3
{"formula": "C25H19BCoF10N4O6S2", "method": "ωB97M-V with the def2-TZVPD basis set", "multiplicity": 4, "s2": 3.756, "e_homo_ev": [-9.23, -9.23], "symbols": ["Co", "C", "O", "C", "N", "C", "C", "C", "C", "C", "C", "C", "C", "C", "C", "C", "C", "N", "C", "N", "C", "C", "O", "C", "C", "C", "C", "C", "C", "H", "H", "H", "H", "H", "H", "H", "H", "H", "H", "H", "H", "H", "H", "H", "H", "H", "H", "H", "F", "C", "F", "F", "S", "O", "O", "N", "S", "O", "O", "C", "F", "F", "F", "F", "B", "F", "F", "F"], "coordinates": [[0.06, -0.17, 0.50], [-3.83, -2.38, 1.28], [-3.12, -2.15, 2.50], [-1.99, -1.57, 2.16], [-1.70, -1.48, 0.91], [-2.75, -2.18, 0.18], [-3.33, -1.52, -1.04], [-3.81, -2.36, -2.04], [-4.44, -1.83, -3.15], [-4.56, -0.46, -3.29], [-4.07, 0.38, -2.30], [-3.48, -0.15, -1.17], [-1.02, -1.11, 3.15], [-1.22, -1.03, 4.52], [-0.18, -0.53, 5.30], [1.01, -0.16, 4.71], [1.13, -0.29, 3.33], [0.13, -0.75, 2.58], [2.27, 0.05, 2.49], [2.06, 0.17, 1.23], [3.30, 0.55, 0.59], [4.32, 0.41, 1.75], [3.51, 0.20, 2.92], [3.60, -0.27, -0.65], [2.85, -1.39, -0.98], [3.09, -2.06, -2.16], [4.08, -1.62, -3.02], [4.85, -0.52, -2.68], [4.62, 0.15, -1.50], [-4.62, -1.64, 1.20], [-4.25, -3.39, 1.29], [-2.31, -3.14, -0.13], [-3.70, -3.43, -1.93], [-4.82, -2.49, -3.91], [-5.03, -0.05, -4.17], [-4.15, 1.45, -2.41], [-3.11, 0.52, -0.40], [-2.17, -1.32, 4.94], [-0.31, -0.43, 6.37], [1.83, 0.25, 5.29], [3.19, 1.59, 0.26], [4.91, 1.32, 1.90], [4.98, -0.45, 1.62], [2.06, -1.73, -0.31], [2.48, -2.92, -2.42], [4.24, -2.14, -3.96], [5.62, -0.18, -3.36], [5.20, 1.02, -1.24], [0.83, -0.63, -3.94], [0.87, 0.65, -3.53], [0.47, 1.40, -4.54], [2.15, 0.92, -3.26], [-0.22, 0.82, -1.99], [-0.39, -0.56, -1.55], [-1.38, 1.52, -2.38], [0.71, 1.45, -0.88], [1.23, 2.92, -1.24], [2.58, 3.11, -0.80], [0.91, 3.20, -2.60], [0.25, 4.08, -0.15], [0.53, 3.79, 1.12], [-1.05, 3.99, -0.35], [0.64, 5.34, -0.37], [-2.29, 3.17, 2.13], [-1.96, 1.90, 2.39], [-1.05, 1.39, 1.28], [-3.02, 1.04, 2.38], [-1.22, 1.76, 3.53]]}

Number 1: molecular weight 92.10 g/mol, F_max 0.012 Eh/bohr. Number 2: molecular weight 128.96 g/mol, F_max 0.047 Eh/bohr. Number 3: molecular weight 795.31 g/mol, F_max 0.034 Eh/bohr.